Entry from OMol25: a structure of composition C23H30NPPt at a distorted geometry (ωB97M-V/def2-TZVPD).

Positions of all 56 atoms, in Å:
C1 1.062 3.982 -0.232
C2 0.401 3.184 0.696
C3 0.193 1.815 0.452
C4 0.914 1.211 -0.595
C5 1.450 2.027 -1.600
C6 1.548 3.408 -1.405
C7 -0.795 1.086 1.315
C8 -1.915 0.381 0.520
N1 -3.033 1.199 0.153
Pt1 1.469 -0.810 -0.681
C9 1.969 1.411 -2.867
P1 1.569 -0.388 -2.855
H1 -0.012 3.612 1.613
H2 2.021 4.012 -2.180
H3 1.178 5.050 -0.049
H4 3.065 1.495 -2.954
H5 1.533 1.858 -3.773
H6 -0.286 0.314 1.908
H7 -1.259 1.784 2.026
H8 -1.483 -0.133 -0.367
C10 2.827 -1.169 -3.877
C11 -0.017 -0.520 -3.718
H9 -2.325 -0.437 1.141
C12 -2.836 2.537 -0.331
C13 -4.154 0.487 -0.395
H10 2.268 -2.364 -0.631
H11 -3.815 2.912 -0.660
H12 -2.455 3.191 0.467
H13 -2.129 2.596 -1.181
H14 -5.012 1.169 -0.440
H15 -3.961 0.104 -1.415
H16 -4.387 -0.369 0.252
H17 0.063 -0.068 -4.715
H18 -0.262 -1.586 -3.810
H19 -0.806 -0.017 -3.145
H20 2.664 -0.917 -4.934
H21 3.819 -0.819 -3.564
H22 2.763 -2.255 -3.747
H23 1.842 -2.423 -1.255
C14 -1.603 -3.511 3.147
C15 -1.541 -3.436 1.743
C16 -0.497 -2.756 1.126
C17 0.493 -2.101 1.885
C18 1.496 -1.262 1.316
C19 2.449 -0.625 2.088
C20 2.400 -0.748 3.496
C21 1.412 -1.505 4.100
C22 0.439 -2.188 3.330
C23 -0.625 -2.905 3.923
H24 -2.423 -4.049 3.623
H25 -2.305 -3.919 1.135
H26 -0.429 -2.722 0.035
H27 3.211 -0.032 1.590
H28 3.149 -0.236 4.099
H29 1.359 -1.593 5.187
H30 -0.661 -2.960 5.013

Output
Max |F|, eV Å⁻¹: 3.85
Total energy, hartree: -1409.0475
Total charge: +2
Expectation value of S²: 6.05
2S+1: 5

***

Entry from OMol25: a cluster of 15 separate species, C23H31BCl42N4O8PS2 in total at a distorted geometry (ωB97M-V/def2-TZVPD).

Positions of all 112 atoms, in Å:
C1 7.667 -2.388 5.021
O1 7.800 -1.014 4.538
B1 6.548 -0.483 4.084
O2 5.663 0.040 5.088
N1 6.223 -0.441 2.610
C2 6.142 0.745 1.778
P1 6.397 2.567 2.360
O3 5.870 3.469 0.990
O4 5.110 2.771 3.493
N2 5.850 0.399 0.392
N3 5.732 -0.954 0.480
N4 5.942 -1.422 1.714
S1 5.857 -3.128 2.148
C3 4.639 -3.922 1.007
C4 3.190 -4.159 1.696
O5 3.198 -4.678 2.829
O6 2.063 -3.793 0.949
C5 0.835 -3.922 1.710
C6 0.478 -2.592 2.575
C7 0.559 -2.881 4.178
O7 -0.931 -2.257 2.322
C8 -1.071 -0.914 1.909
O8 -0.433 -0.430 0.934
C9 -2.107 0.114 2.613
S2 -2.937 -0.581 4.123
H1 8.364 -2.566 5.909
H2 6.608 -2.662 5.364
H3 7.924 -3.084 4.142
H4 6.231 0.255 5.861
H5 4.962 3.103 0.811
H6 5.389 2.452 4.381
H7 4.466 -3.258 0.080
H8 5.036 -4.950 0.682
H9 0.756 -4.879 2.329
H10 -0.013 -3.993 0.933
H11 1.198 -1.755 2.304
H12 1.518 -2.364 4.535
H13 0.552 -3.995 4.409
H14 -0.360 -2.431 4.709
H15 -2.947 0.329 1.853
H16 -1.622 1.128 2.828
H17 -1.885 -0.850 4.994
C10 -4.901 2.353 5.540
Cl1 -3.624 3.045 6.550
Cl2 -6.180 1.656 6.544
Cl3 -5.564 3.578 4.448
H18 -4.467 1.557 4.939
C11 0.354 -7.542 -0.841
Cl4 -0.672 -6.102 -0.889
Cl5 1.643 -7.355 0.360
Cl6 -0.614 -8.980 -0.493
H19 0.814 -7.666 -1.819
C12 -1.289 1.248 -1.888
Cl7 -2.475 1.600 -0.623
Cl8 -1.684 -0.272 -2.704
Cl9 -1.211 2.577 -3.054
H20 -0.312 1.143 -1.421
C13 -3.536 5.093 -5.598
Cl10 -3.912 6.740 -6.121
Cl11 -3.538 3.989 -6.977
Cl12 -1.975 5.044 -4.764
H21 -4.306 4.771 -4.901
C14 -5.182 10.211 -6.002
Cl13 -3.914 10.911 -4.984
Cl14 -6.474 9.526 -5.007
Cl15 -5.831 11.428 -7.111
H22 -4.744 9.411 -6.593
C15 -7.352 2.596 -6.735
Cl16 -6.615 3.533 -5.427
Cl17 -8.736 3.465 -7.414
Cl18 -6.164 2.240 -7.998
H23 -7.706 1.652 -6.321
C16 -9.855 6.531 -9.275
Cl19 -9.114 7.465 -7.967
Cl20 -11.238 7.401 -9.954
Cl21 -8.665 6.174 -10.535
H24 -10.211 5.589 -8.863
C17 -6.389 -0.896 -4.572
Cl22 -7.933 -0.116 -4.953
Cl23 -5.120 -0.331 -5.666
Cl24 -5.939 -0.593 -2.888
H25 -6.506 -1.969 -4.707
C18 4.428 -3.109 7.622
Cl25 4.032 -1.465 7.097
Cl26 4.456 -4.212 6.238
Cl27 5.981 -3.134 8.469
H26 3.657 -3.444 8.310
C19 2.696 -11.439 -0.277
Cl28 1.514 -12.742 -0.096
Cl29 2.319 -10.451 -1.696
Cl30 2.752 -10.442 1.185
H27 3.677 -11.885 -0.424
C20 6.125 -5.316 -2.310
Cl31 7.377 -4.598 -1.285
Cl32 4.842 -6.026 -1.317
Cl33 5.458 -4.109 -3.415
H28 6.578 -6.109 -2.901
C21 -1.174 9.242 -7.833
Cl34 -2.782 9.908 -8.161
Cl35 -0.127 10.472 -7.112
Cl36 -1.292 7.829 -6.776
H29 -0.735 8.929 -8.778
C22 -4.327 8.649 -1.361
Cl37 -4.704 10.296 -1.883
Cl38 -4.327 7.544 -2.744
Cl39 -2.768 8.602 -0.526
H30 -5.098 8.325 -0.665
C23 3.559 -6.619 9.960
Cl40 2.491 -5.252 9.606
Cl41 4.516 -7.053 8.536
Cl42 4.615 -6.244 11.328
H31 2.941 -7.473 10.230

Output
Max |F|, eV Å⁻¹: 6.63
Total energy, hartree: -22206.1855
Total charge: +1

***

Entry from OMol25: a structure of composition C23H31Cl2N4O3Ru at a distorted geometry (ωB97M-V/def2-TZVPD).

Positions of all 64 atoms, in Å:
O1 1.170 0.970 -0.630
C1 1.253 1.468 -1.917
C2 1.335 3.003 -1.894
C3 1.001 3.737 -0.762
H1 0.712 3.207 0.146
C4 0.989 5.135 -0.808
H2 0.708 5.685 0.088
C5 1.330 5.798 -1.991
H3 1.310 6.891 -2.031
C6 1.697 5.061 -3.123
H4 1.969 5.567 -4.052
C7 1.712 3.667 -3.069
H5 1.987 3.064 -3.938
H6 2.201 1.094 -2.357
C8 0.455 -0.296 -3.673
C9 0.124 0.935 -2.883
H7 -0.037 -0.289 -4.658
H8 0.097 -1.181 -3.130
H9 1.538 -0.391 -3.828
C10 -0.967 1.687 -3.088
C11 -2.120 1.334 -3.970
H10 -1.056 2.647 -2.571
H11 -2.181 2.006 -4.839
H12 -3.055 1.457 -3.411
H13 -2.071 0.303 -4.337
Ru1 -0.437 -0.137 0.139
Cl1 -1.537 1.766 0.590
Cl2 -1.780 -1.030 -1.446
C12 -2.821 -1.058 1.779
O2 -1.627 -1.346 1.459
N1 -3.573 -1.910 2.467
C13 -3.055 -3.191 2.935
C14 -4.985 -1.644 2.705
H14 -3.270 -0.095 1.495
H15 -1.991 -3.273 2.703
H16 -3.610 -4.013 2.461
H17 -3.208 -3.267 4.021
H18 -5.214 -0.637 2.349
H19 -5.212 -1.716 3.775
H20 -5.615 -2.369 2.171
H21 1.757 -4.942 -0.629
H22 4.358 -3.992 -0.410
C15 1.762 -4.166 -1.408
C16 4.019 -3.176 -1.062
N2 2.573 -3.025 -0.996
H23 0.735 -3.846 -1.610
C17 2.006 -1.975 -0.398
O3 0.757 -1.956 -0.187
H24 4.487 -2.240 -0.746
H25 2.674 -1.150 -0.101
H26 2.210 -4.593 -2.310
H27 4.321 -3.413 -2.089
N3 -0.134 0.100 7.488
C18 0.135 0.067 6.354
C19 0.435 0.019 4.936
C20 0.522 -1.203 4.269
C21 0.633 -1.204 2.881
N4 0.556 -0.072 2.157
C22 0.710 1.097 2.804
C23 0.615 1.186 4.193
H28 0.477 -2.153 4.802
H29 0.736 -2.143 2.336
H30 0.845 1.979 2.181
H31 0.644 2.161 4.673

Output
Max |F|, eV Å⁻¹: 3.40
Total energy, hartree: -2354.9728
Total charge: 0
Expectation value of S²: 8.76
2S+1: 6

***

Entry from OMol25: a structure of composition C23H31CrF6O3 at a distorted geometry (ωB97M-V/def2-TZVPD).

Positions of all 64 atoms, in Å:
O1 -0.487 0.618 -0.120
C1 0.586 0.191 -1.009
C2 0.060 1.040 -2.157
H1 0.522 -0.890 -1.161
H2 1.556 0.497 -0.601
C3 -1.068 1.429 -1.175
H3 -0.261 0.453 -3.018
H4 0.720 1.874 -2.413
C4 -2.441 0.895 -1.522
H5 -2.397 -0.182 -1.705
H6 -2.804 1.397 -2.426
H7 -3.137 1.101 -0.702
C5 -1.117 2.894 -0.801
H8 -0.114 3.290 -0.629
H9 -1.719 3.040 0.103
H10 -1.584 3.453 -1.620
Cr1 -0.447 0.912 2.789
C6 0.531 2.423 3.969
C7 1.455 1.322 3.876
C8 1.845 1.180 2.508
H11 1.875 0.774 4.710
C9 1.144 2.155 1.730
C10 0.325 2.932 2.630
H12 -0.254 3.815 2.352
H13 0.118 2.808 4.901
H14 2.609 0.512 2.132
H15 1.341 2.372 0.687
C11 -1.963 0.317 4.247
C12 -2.333 1.539 3.574
C13 -2.518 1.241 2.174
H16 -2.523 2.494 4.066
C14 -2.274 -0.173 1.993
C15 -1.957 -0.736 3.274
H17 -1.864 -1.788 3.494
H18 -1.839 0.171 5.321
H19 -2.899 1.916 1.414
H20 -2.414 -0.746 1.083
O2 0.346 -0.637 -4.852
C16 -0.197 0.316 -5.787
C17 0.074 -0.147 -7.235
H21 0.271 1.300 -5.608
H22 -1.275 0.424 -5.581
C18 1.190 -1.211 -7.075
H23 0.358 0.684 -7.887
H24 -0.829 -0.623 -7.639
C19 1.016 -1.678 -5.618
H25 2.166 -0.730 -7.205
H26 1.107 -2.027 -7.794
H27 1.974 -1.910 -5.128
H28 0.400 -2.597 -5.603
C20 0.135 -3.459 2.654
C21 1.110 -2.279 2.764
O3 0.648 -1.141 2.274
C22 1.575 -2.188 4.292
F1 1.837 -3.416 4.817
F2 2.676 -1.417 4.480
F3 0.572 -1.630 5.039
C23 2.424 -2.655 1.922
F4 3.046 -3.780 2.383
F5 2.069 -2.888 0.629
F6 3.342 -1.654 1.922
H29 -0.682 -3.324 3.367
H30 0.665 -4.399 2.856
H31 -0.289 -3.476 1.646

Output
Max |F|, eV Å⁻¹: 2.90
Total energy, hartree: -2764.3377
Total charge: -1
Expectation value of S²: 6.03
2S+1: 5